# 1
Formula: C3H4N2O
Source: OMol25
Level of theory: ωB97M-V/def2-TZVPD

Output
gap between HOMO and LUMO (alpha / beta)	0.275 / 0.275	Eh
largest force on an atom	3.763	eV Å⁻¹
HOMO (alpha / beta)	-8.7 / -8.7	eV
LUMO energy (alpha / beta)	-1.2 / -1.2	eV
ΔE to the lowest compared entry with this formula, charge and spin	491.8	kJ/mol

```
10
Properties=species:S:1:pos:R:3:forces:R:3:lowdin_charge:R:1
C -0.229 0.416 -1.070 -1.1 -1.4 -3.3 -0.1512
C -0.232 1.462 -0.165 0.8 -1.7 0.8 -0.0758
C 0.214 -1.207 0.425 1.8 0.5 2.4 -0.5340
N -0.132 -0.906 -0.868 -0.3 2.8 -1.1 0.0838
N -0.113 2.517 0.344 0.3 0.0 -0.9 0.2489
O 0.315 -0.306 1.380 -0.3 1.0 -1.4 -0.1510
H -0.493 0.700 -2.179 0.5 -0.3 2.4 0.1526
H -0.275 -2.078 0.815 -0.2 -1.3 -0.4 0.1208
H 1.313 -1.460 0.017 -1.0 -0.4 0.4 0.2062
H -0.585 2.846 1.138 -0.6 0.7 1.1 0.0997
```
Positions in Å, forces in eV/Å.

***

# 2
Formula: C3H4N2O
Source: OMol25
Level of theory: ωB97M-V/def2-TZVPD

Output
gap between HOMO and LUMO (alpha / beta)	0.339 / 0.230	Eh
largest force on an atom	2.309	eV Å⁻¹
HOMO (alpha / beta)	-10.1 / -7.9	eV
LUMO energy (alpha / beta)	-0.9 / -1.6	eV
ΔE to the lowest compared entry with this formula, charge and spin	513.9	kJ/mol

```
10
Properties=species:S:1:pos:R:3:forces:R:3:lowdin_charge:R:1
C -0.883 -0.634 0.172 0.8 -0.5 0.8 -0.1841
C -1.023 0.355 -0.764 1.0 -0.8 1.2 -0.0964
C 1.382 -0.335 0.623 0.6 1.8 0.0 -0.4277
N 0.149 -0.977 0.863 0.4 -0.3 0.6 0.0544
N -1.490 1.405 -1.044 -0.7 1.2 0.3 0.2123
O 1.487 0.577 -0.359 -0.6 -0.3 0.3 -0.0633
H -1.781 -1.131 0.440 -1.0 -0.5 -0.2 0.1088
H 1.718 0.258 1.603 -0.6 -1.3 -1.4 0.1949
H 2.127 -1.115 0.446 0.4 -0.4 0.4 0.1309
H -1.687 1.596 -1.978 -0.3 1.0 -2.1 0.0703
```
Positions in Å, forces in eV/Å.

***

# 3
Formula: C3H4N2O
Source: OMol25
Level of theory: ωB97M-V/def2-TZVPD

Output
gap between HOMO and LUMO	0.356	Eh
largest force on an atom	0.462	eV Å⁻¹
HOMO	-8.8	eV
LUMO energy	0.9	eV
ΔE to the lowest compared entry with this formula, charge and spin	178.3	kJ/mol

```
10
Properties=species:S:1:pos:R:3:forces:R:3:lowdin_charge:R:1
N 1.863 0.086 -0.046 0.0 0.0 0.0 0.1354
C 0.498 0.045 0.154 -0.1 -0.1 -0.1 -0.4075
C -0.573 0.704 -0.377 0.1 -0.1 0.0 -0.0204
C -1.664 -0.040 0.139 -0.1 -0.1 0.1 -0.1665
N -1.304 -0.977 0.973 -0.3 0.2 -0.3 0.0526
O 0.085 -0.907 0.998 0.3 -0.1 -0.2 -0.0105
H 2.291 -0.762 0.308 0.1 0.2 0.0 0.1025
H 2.114 0.234 -1.015 0.0 0.1 0.2 0.1023
H -0.603 1.591 -0.992 0.1 -0.3 -0.1 0.1011
H -2.707 0.025 -0.142 0.0 0.2 0.3 0.1110
```
Positions in Å, forces in eV/Å.

***

# 4
Formula: C3H4N2O
Source: OMol25
Level of theory: ωB97M-V/def2-TZVPD

Output
gap between HOMO and LUMO	0.363	Eh
largest force on an atom	0.384	eV Å⁻¹
HOMO	-9.3	eV
LUMO energy	0.6	eV
ΔE to the lowest compared entry with this formula, charge and spin	115.1	kJ/mol

```
10
Properties=species:S:1:pos:R:3:forces:R:3:lowdin_charge:R:1
O 1.186 1.351 1.004 0.1 -0.1 0.1 0.0624
C 0.399 0.484 0.313 -0.3 -0.2 -0.2 -0.3873
C 0.664 -0.469 -0.640 0.1 0.1 0.1 -0.0171
C -0.609 -1.007 -0.938 -0.1 -0.1 -0.1 -0.1746
N -1.579 -0.422 -0.254 0.2 0.0 -0.2 0.0185
N -0.941 0.473 0.521 0.1 0.3 0.0 0.0229
H 1.574 0.879 1.754 0.0 0.2 -0.2 0.1178
H 1.622 -0.703 -1.081 -0.1 -0.1 0.2 0.1006
H -0.854 -1.803 -1.630 0.1 0.1 0.1 0.0982
H -1.462 1.218 0.953 0.0 -0.2 0.2 0.1586
```
Positions in Å, forces in eV/Å.

***

# 5
Formula: C3H4N2O
Source: OMol25
Level of theory: ωB97M-V/def2-TZVPD

Output
gap between HOMO and LUMO	0.363	Eh
largest force on an atom	6.892	eV Å⁻¹
HOMO	-10.3	eV
LUMO energy	-0.4	eV
ΔE to the lowest compared entry with this formula, charge and spin	449.4	kJ/mol

```
10
Properties=species:S:1:pos:R:3:forces:R:3:lowdin_charge:R:1
O -0.162 1.602 -0.772 6.5 1.3 1.9 -0.0443
C 0.083 0.480 0.041 2.1 -2.5 0.5 -0.4642
C 0.607 -0.753 -0.647 -1.8 -3.4 0.8 -0.0959
N -0.144 -1.835 -0.324 2.6 2.6 0.2 0.0393
N -1.159 -1.404 0.699 1.0 0.8 -2.3 0.0768
C -1.046 -0.132 0.706 0.5 -1.5 -0.1 -0.1671
H 0.961 1.889 -0.620 -5.2 0.0 -1.7 0.2390
H 0.945 0.492 0.921 -1.9 0.9 -1.6 0.2132
H 1.589 -0.839 -1.168 -1.2 -0.1 0.1 0.1208
H -1.673 0.499 1.164 -2.6 1.8 2.2 0.0824
```
Positions in Å, forces in eV/Å.

***

# 6
Formula: C3H4N2O
Source: OMol25
Level of theory: ωB97M-V/def2-TZVPD

Output
gap between HOMO and LUMO	0.329	Eh
largest force on an atom	6.201	eV Å⁻¹
HOMO	-9.4	eV
LUMO energy	-0.5	eV
ΔE to the lowest compared entry with this formula, charge and spin	589.9	kJ/mol

```
10
Properties=species:S:1:pos:R:3:forces:R:3:lowdin_charge:R:1
C 0.225 -0.762 -0.317 -0.6 -1.6 -0.6 -0.0846
C 1.250 0.229 -0.188 3.0 -5.2 -1.7 -0.1447
C 0.689 1.375 0.185 -1.7 3.9 -1.0 -0.1719
H -1.938 -1.820 0.864 0.1 5.5 -2.6 0.2987
H -0.173 -1.935 -0.681 2.3 3.8 1.2 0.1994
H 2.297 -0.068 -0.453 -1.0 0.9 0.6 0.1075
H 1.236 2.365 0.137 -1.2 -1.3 0.4 0.1224
N -0.804 -0.006 0.000 -4.2 -2.5 0.6 -0.3264
N -0.717 1.276 0.183 2.6 -0.3 1.5 0.1043
O -2.066 -0.654 0.270 0.6 -3.4 1.6 -0.1048
```
Positions in Å, forces in eV/Å.

***

# 7
Formula: C3H4N2O
Source: OMol25
Level of theory: ωB97M-V/def2-TZVPD

Output
gap between HOMO and LUMO	0.373	Eh
largest force on an atom	2.377	eV Å⁻¹
HOMO	-9.3	eV
LUMO energy	0.8	eV
ΔE to the lowest compared entry with this formula, charge and spin	272.3	kJ/mol

```
10
Properties=species:S:1:pos:R:3:forces:R:3:lowdin_charge:R:1
N 1.322 0.805 -0.828 -0.3 1.0 -1.0 0.1215
C 0.044 0.437 -0.490 0.2 -0.8 0.2 -0.4587
C -0.221 0.068 0.849 0.3 -0.3 0.4 -0.0455
C -1.192 -0.848 0.766 0.0 0.5 0.2 -0.1552
O -1.662 -0.961 -0.480 0.4 1.6 -0.6 -0.0551
N -0.876 0.055 -1.345 0.1 -2.0 1.3 0.1723
H 1.879 1.359 -0.202 -0.1 -0.2 0.0 0.0924
H 1.781 0.247 -1.524 0.0 0.3 -0.2 0.0978
H 0.456 0.286 1.647 -0.1 0.0 0.4 0.1016
H -1.531 -1.449 1.607 -0.5 -0.2 -0.7 0.1290
```
Positions in Å, forces in eV/Å.

***

# 8
Formula: C3H4N2O
Source: OMol25
Level of theory: ωB97M-V/def2-TZVPD

Output
gap between HOMO and LUMO (alpha / beta)	0.290 / 0.290	Eh
largest force on an atom	0.453	eV Å⁻¹
HOMO (alpha / beta)	-8.6 / -8.6	eV
LUMO energy (alpha / beta)	-0.7 / -0.7	eV
ΔE to the lowest compared entry with this formula, charge and spin	470.2	kJ/mol

```
10
Properties=species:S:1:pos:R:3:forces:R:3:lowdin_charge:R:1
O 1.538 0.666 -1.253 0.1 0.1 0.4 -0.0177
C 0.779 -0.396 0.814 -0.3 0.0 -0.1 -0.0076
C -0.473 -0.923 0.864 0.1 0.1 0.1 -0.1538
N -1.309 -0.268 -0.088 0.1 0.2 -0.2 0.0094
N -0.780 0.619 -0.795 0.0 -0.4 0.2 0.1486
C 0.604 0.674 -0.215 -0.2 0.1 0.0 -0.4816
H 2.305 0.257 -0.821 0.0 0.0 -0.3 0.0907
H -0.910 -1.746 1.418 0.0 0.2 -0.1 0.0814
H -2.301 -0.470 -0.237 0.2 0.1 0.0 0.1687
H 0.550 1.654 0.320 0.0 -0.3 -0.1 0.1619
```
Positions in Å, forces in eV/Å.

***

# 9
Formula: C3H4N2O
Source: OMol25
Level of theory: ωB97M-V/def2-TZVPD

Output
gap between HOMO and LUMO	0.383	Eh
largest force on an atom	0.479	eV Å⁻¹
HOMO	-9.9	eV
LUMO energy	0.5	eV
ΔE to the lowest compared entry with this formula, charge and spin	64.4	kJ/mol

```
10
Properties=species:S:1:pos:R:3:forces:R:3:lowdin_charge:R:1
O -1.874 -0.667 -1.220 0.3 0.2 -0.1 0.0723
C -0.856 -0.224 -0.741 0.0 0.1 -0.1 -0.4718
C -0.531 1.191 -0.304 -0.1 0.0 0.2 -0.0528
N 0.441 1.240 0.515 -0.3 -0.2 -0.3 0.0778
C 0.906 -0.134 0.697 0.2 0.1 -0.3 -0.2154
N 0.280 -0.902 -0.363 -0.4 -0.2 0.1 0.0784
H -1.113 2.064 -0.595 0.1 -0.2 0.0 0.1196
H 0.522 -0.471 1.659 0.3 0.0 0.3 0.1259
H 1.994 -0.186 0.663 -0.1 0.0 0.1 0.1200
H 0.229 -1.910 -0.313 0.0 0.1 0.0 0.1460
```
Positions in Å, forces in eV/Å.

***

# 10
Formula: C3H4N2O
Source: OMol25
Level of theory: ωB97M-V/def2-TZVPD

Output
gap between HOMO and LUMO	0.312	Eh
largest force on an atom	0.583	eV Å⁻¹
HOMO	-9.2	eV
LUMO energy	-0.7	eV
ΔE to the lowest compared entry with this formula, charge and spin	353.0	kJ/mol

```
10
Properties=species:S:1:pos:R:3:forces:R:3:lowdin_charge:R:1
N 2.038 0.098 -0.356 0.0 -0.1 0.1 0.1642
C 0.747 -0.238 -0.104 -0.1 -0.1 0.0 -0.5961
N -0.094 0.886 -0.086 -0.2 0.0 0.1 0.0832
C -1.298 0.518 0.210 0.0 0.0 0.2 -0.3216
C -1.937 -0.607 0.643 0.5 0.0 -0.2 0.2357
O 0.342 -1.389 0.096 -0.3 0.5 -0.1 0.0354
H 2.279 1.075 -0.415 -0.2 -0.2 0.0 0.1009
H 2.778 -0.586 -0.343 -0.3 0.0 0.0 0.1082
H -2.115 1.262 0.337 0.2 0.3 -0.1 0.1364
H -2.740 -1.019 0.017 0.4 -0.3 0.0 0.0536
```
Positions in Å, forces in eV/Å.